[1]
Molecular formula: C38H50AlF7NO22
Method: DFT, ωB97M-V with the def2-TZVPD basis set

Results
Highest occupied orbital energy: -4.80 eV
LUMO energy: 1.457 eV
HOMO-LUMO gap: 0.2298 Ha

The geometry in ORCA input format:
```
! RIJCOSX wB97M-V def2-TZVPD def2/J DEFGRID3
* xyz -1 1
C -0.16168 -0.89749 6.26726
C -0.18924 0.30040 5.31424
O 0.02610 -0.09525 3.97641
C 0.73764 0.87495 3.23266
C 0.45450 0.78232 1.74277
C 1.21476 -0.33259 1.00315
C 0.32971 -1.52058 0.60102
C 1.12179 -2.73810 0.09398
Al -0.06963 -4.30794 -0.37988
C 0.96540 -6.06762 0.01656
C 0.01516 -7.08087 0.48640
N -0.17426 -7.38225 1.71921
C -1.77356 -4.35280 0.70925
C -2.70164 -3.16205 0.37364
C -3.12292 -2.21865 1.47977
C -3.76295 -1.02358 1.11812
C -4.16008 -0.09529 2.07260
C -3.93366 -0.33947 3.42704
C -3.32402 -1.53006 3.80283
C -2.92341 -2.45546 2.83930
H 0.15161 -1.78298 5.71324
H -1.14842 -1.11338 6.67678
H 0.52854 -0.73620 7.09531
H -1.15734 0.81084 5.40136
H 0.57238 1.01668 5.63318
H 1.81623 0.75630 3.41386
H 0.45288 1.87850 3.58381
H -0.61940 0.67420 1.56568
H 0.75150 1.75613 1.33188
H 1.61264 0.08669 0.06956
H 2.08456 -0.66721 1.57609
H -0.24572 -1.81992 1.48303
H -0.35557 -1.16744 -0.17776
H 1.70933 -2.40681 -0.77548
H 1.82758 -2.99968 0.89455
H -0.48168 -4.27773 -1.93851
H 1.45142 -6.43116 -0.89391
H 1.69084 -5.90867 0.82045
H -0.59352 -7.58000 -0.28282
H -0.91679 -8.07367 1.79673
H -1.50174 -4.41919 1.76437
H -2.28475 -5.28705 0.45749
H -2.18885 -2.52626 -0.36043
H -3.59442 -3.52267 -0.14511
H -3.95277 -0.82615 0.06770
H -4.65079 0.82051 1.76253
H -4.22209 0.38567 4.17898
H -3.13147 -1.74492 4.84686
H -2.45259 -3.37241 3.16622
C -4.65942 -4.74531 -4.34533
C -5.65423 -5.17131 -3.28464
O -5.44174 -4.21371 -2.27079
C -4.97485 -3.07661 -2.85937
O -4.91834 -2.01526 -2.34368
O -4.59104 -3.33376 -4.13478
F -5.39907 -6.40999 -2.80100
H -3.68153 -5.19242 -4.15925
H -4.98189 -4.96256 -5.35988
H -6.69933 -5.13274 -3.60034
C 3.88802 -2.53919 -4.81746
C 3.78963 -1.82057 -3.49180
O 2.40397 -1.65656 -3.32873
C 1.78550 -2.69581 -4.00236
O 0.66414 -3.00467 -3.85095
O 2.68285 -3.29937 -4.83386
F 4.38088 -0.58806 -3.54019
H 3.88790 -1.84795 -5.66247
H 4.75998 -3.18514 -4.88300
H 4.19576 -2.36973 -2.64133
C 0.06539 4.95953 5.37613
C 1.51248 5.33307 5.58034
O 1.83748 4.63011 6.77657
C 1.03153 3.52421 6.82604
O 1.22047 2.59047 7.52866
O 0.01113 3.65173 5.95043
F 1.66955 6.66253 5.79703
H -0.59335 5.63230 5.92854
H -0.23475 4.92783 4.33467
H 2.18506 5.01785 4.78748
C 2.56160 0.75058 -5.84985
C 1.19569 1.33913 -6.11696
O 1.12007 1.27553 -7.53475
C 1.89949 0.24577 -7.94364
O 1.87031 -0.23154 -9.03029
O 2.71291 -0.16704 -6.94577
F 1.10322 2.63017 -5.72261
H 3.34644 1.50605 -5.89968
H 2.61716 0.23768 -4.89665
H 0.36418 0.77849 -5.68806
C 1.78796 -0.39589 -12.19036
C 0.58421 -1.01667 -12.86438
O 0.97918 -1.05346 -14.22426
C 2.34063 -1.12013 -14.26250
O 2.97337 -1.40121 -15.22306
O 2.85423 -0.82887 -13.04809
F -0.53160 -0.25700 -12.74651
H 1.72587 0.69299 -12.20999
H 1.94056 -0.73186 -11.17189
H 0.35198 -2.03038 -12.53412
C 2.18822 6.02130 9.83837
C 1.39267 5.43966 10.98791
O 1.66321 6.35456 12.03582
C 1.94582 7.56392 11.47506
O 1.97966 8.58955 12.06504
O 2.17065 7.42032 10.14971
F 1.81927 4.20922 11.34927
H 3.21616 5.65732 9.85179
H 1.75117 5.83530 8.86352
H 0.31470 5.40087 10.82071
C -0.17236 5.69207 -0.21532
C -1.08082 6.37925 0.78393
O -0.45722 6.06170 2.01800
C 0.86800 5.86262 1.77865
O 1.69843 5.80297 2.62316
O 1.09214 5.73917 0.45717
F -2.33620 5.88383 0.77610
H -0.46995 4.65284 -0.36079
H -0.11147 6.19790 -1.17393
H -1.13133 7.46476 0.68260
*
```

=====

[2]
Molecular formula: C38H50Br4O2
Method: DFT, ωB97M-V with the def2-TZVPD basis set

Results
Highest occupied orbital energy: -9.14 eV
LUMO energy: 0.531 eV
HOMO-LUMO gap: 0.3555 Ha
Structure (SMILES): c1ccccc1.c1ccccc1.c1ccccc1.c1ccccc1.c1ccccc1.BrCCBr.BrCCBr.CCO.CCO
ΔE to the lowest compared entry with this formula, charge and spin: 0.00 kJ/mol

The geometry in ORCA input format:
```
! RIJCOSX wB97M-V def2-TZVPD def2/J DEFGRID3
* xyz 0 1
C 21.04614 11.03512 -20.21206
C 20.70582 12.08740 -21.05512
C 20.36922 11.84419 -22.38261
C 20.40139 10.53970 -22.83852
C 20.71980 9.47006 -22.00627
C 21.00945 9.73093 -20.66337
H 21.28395 11.31829 -19.19580
H 20.79457 13.12430 -20.74999
H 20.20992 12.59662 -23.14384
H 20.27323 10.32141 -23.89426
H 20.69473 8.43067 -22.30188
H 21.19838 8.87772 -20.02430
C 16.31879 9.70018 -20.75684
C 16.95508 10.11489 -19.58135
C 16.74295 9.41347 -18.39289
C 15.85197 8.35022 -18.37238
C 15.28887 7.90410 -19.55229
C 15.54138 8.56486 -20.75811
H 16.60844 10.27739 -21.62816
H 17.65887 10.93497 -19.57258
H 17.13403 9.85192 -17.48132
H 15.57734 7.78169 -17.49070
H 14.78975 6.94314 -19.58462
H 15.14307 8.07695 -21.63920
C 16.97619 11.28856 -14.22806
C 17.89576 12.05519 -13.51272
C 18.15636 11.79866 -12.17730
C 17.65384 10.62222 -11.59662
C 16.75373 9.86877 -12.33484
C 16.35011 10.21662 -13.60799
H 16.70310 11.58126 -15.23424
H 18.26475 12.95480 -13.99100
H 18.85964 12.43757 -11.65845
H 17.94077 10.42139 -10.57492
H 16.37950 8.97618 -11.84135
H 15.59551 9.69473 -14.18157
C 23.70186 17.46987 -18.09111
C 22.74231 16.49195 -17.83918
C 22.39716 15.57787 -18.82487
C 23.04606 15.58520 -20.05190
C 24.06453 16.51173 -20.29649
C 24.32638 17.47163 -19.31411
H 23.91662 18.22306 -17.34528
H 22.28427 16.41922 -16.85884
H 21.64481 14.84635 -18.55118
H 22.90908 14.79343 -20.77913
H 24.57012 16.55925 -21.24891
H 24.95810 18.30721 -19.60197
C 17.36864 19.67396 -13.79584
C 16.48875 20.71340 -13.61197
C 15.26602 20.47040 -12.99637
C 15.00716 19.20661 -12.52951
C 15.96682 18.17020 -12.62636
C 17.20900 18.43094 -13.19419
H 18.31628 19.87392 -14.29099
H 16.70235 21.68894 -14.03172
H 14.50952 21.21009 -12.76121
H 14.10063 18.86499 -12.04544
H 15.74190 17.20187 -12.19905
H 18.00337 17.72006 -13.36676
Br 18.75311 18.09226 -19.66439
C 20.21971 18.89269 -18.60927
C 19.78892 20.09704 -17.81633
Br 21.41134 20.58384 -16.78729
H 21.05823 19.12546 -19.25967
H 20.49603 18.05761 -17.97548
H 19.01180 19.85019 -17.09807
H 19.42290 20.87427 -18.48249
Br 19.21111 16.63672 -15.88388
C 19.61733 14.72617 -16.16544
C 18.68360 14.15397 -17.20759
Br 19.11360 12.27460 -17.56298
H 19.54535 14.28108 -15.18305
H 20.63611 14.74386 -16.53610
H 18.77356 14.71089 -18.13642
H 17.65603 14.23283 -16.86291
C 24.04012 13.23804 -15.44935
C 23.11307 13.44629 -14.26167
O 21.78014 13.05932 -14.60351
H 24.19913 12.18835 -15.71492
H 25.02053 13.67455 -15.23059
H 23.70465 13.72331 -16.36697
H 23.01719 14.53351 -14.19278
H 23.51014 13.07891 -13.31688
H 21.76478 12.16731 -14.96753
C 16.41540 14.52423 -20.29566
C 15.50728 15.42697 -19.48965
O 15.82328 15.27936 -18.08309
H 17.28673 15.03101 -20.70928
H 15.96630 14.04980 -21.17551
H 16.72807 13.65523 -19.71130
H 14.42861 15.37477 -19.63853
H 15.80186 16.45772 -19.72813
H 14.99603 15.42357 -17.61455
*
```

=====

[3]
Molecular formula: C38H50CaN3O2STe
Method: DFT, ωB97M-V with the def2-TZVPD basis set

Results
Highest occupied orbital energy (alpha / beta): -2.76 / -3.62 eV
LUMO energy (alpha / beta): 2.233 / 2.234 eV
HOMO-LUMO gap (alpha / beta): 0.1833 / 0.2152 Ha
ΔE to the lowest compared entry with this formula, charge and spin: 0.00 kJ/mol

The geometry in ORCA input format:
```
! RIJCOSX wB97M-V def2-TZVPD def2/J DEFGRID3
* xyz -1 1
Ca -0.69441 1.01512 0.29166
C -3.55068 1.55631 1.90808
N -2.28788 2.29757 1.83873
C -1.79489 2.50973 3.20107
C -2.48843 3.60115 1.17666
C -2.56026 3.50403 -0.34322
N -1.25524 3.26507 -0.98138
C -0.45223 4.48660 -0.97488
C -1.45344 2.85442 -2.37205
H -4.29535 2.11465 2.49560
H -3.38042 0.59371 2.39153
H -3.93943 1.35996 0.91248
H -0.84291 3.03294 3.17246
H -1.66011 1.54525 3.69236
H -2.50991 3.10400 3.78938
H -1.67565 4.26075 1.48146
H -3.42643 4.05099 1.53931
H -2.99809 4.43614 -0.73622
H -3.21996 2.68425 -0.63082
H -0.35388 4.88224 0.03015
H -0.91997 5.25171 -1.61529
H 0.54680 4.27194 -1.35534
H -2.03457 3.60582 -2.92983
H -1.97202 1.90081 -2.41128
H -0.48094 2.75550 -2.85905
Te 2.66995 1.74610 -1.08893
C 4.48746 1.81718 -0.01772
C 4.51672 2.42773 1.23115
C 5.71405 2.52086 1.92769
C 6.88341 2.00253 1.38962
C 6.84843 1.38738 0.14489
C 5.65742 1.29793 -0.56184
C 3.27150 0.12155 -2.29985
C 3.26859 -1.15545 -1.73962
C 3.66560 -2.24681 -2.49929
C 4.04938 -2.07437 -3.82283
C 4.04140 -0.80702 -4.38720
C 3.65770 0.29037 -3.62571
H 3.59758 2.80509 1.66420
H 5.72505 2.99231 2.90278
H 7.81418 2.07138 1.93846
H 7.75228 0.97032 -0.28262
H 5.64406 0.80681 -1.52655
H 2.95546 -1.29632 -0.71235
H 3.66585 -3.23322 -2.05262
H 4.35143 -2.92906 -4.41564
H 4.33805 -0.66891 -5.41986
H 3.66691 1.28184 -4.06189
O 0.29503 5.06709 2.49299
S 1.38049 4.12467 2.12656
N 1.10131 2.86358 1.42894
C -6.39910 -5.03052 -1.76400
C -5.63526 -3.73829 -1.67836
C -4.75523 -3.47895 -0.63032
C -4.00600 -2.31943 -0.53794
C -3.11216 -2.14541 0.65903
C -4.11865 -1.31974 -1.56030
C -3.39730 -0.10115 -1.58225
O -2.50828 0.33446 -0.74145
C -5.03530 -1.58231 -2.63233
C -5.23449 -0.58672 -3.74276
C -5.75424 -2.75808 -2.66547
H -6.48687 -5.50059 -0.78302
H -5.90707 -5.74978 -2.42670
H -7.40815 -4.87289 -2.15190
H -4.64893 -4.21889 0.15892
H -3.16470 -3.03250 1.29422
H -3.41221 -1.28090 1.25520
H -2.06996 -1.97698 0.38873
H -3.62677 0.56725 -2.42008
H -4.30543 -0.39158 -4.28652
H -5.58844 0.37781 -3.36597
H -5.96958 -0.96163 -4.45548
H -6.43896 -2.92326 -3.49362
C 0.62243 -0.78758 3.41419
C 0.87453 -1.71844 2.21843
C 0.09604 -3.01722 2.48017
C 0.38445 -1.08289 0.92753
C 2.37135 -1.98145 2.05531
C 3.27351 -0.91131 2.06330
C 4.63136 -1.10831 1.86543
C 5.12972 -2.38318 1.62546
C 4.25010 -3.45356 1.59792
C 2.89145 -3.25384 1.81842
H -0.45587 -0.63362 3.51197
H 1.08343 0.19056 3.27076
H 0.99521 -1.21325 4.35148
H -0.95386 -2.77099 2.65399
H 0.47483 -3.54932 3.36055
H 0.13143 -3.68839 1.62068
H 0.61725 -1.80805 0.12363
H 2.90345 0.09672 2.20560
H 5.30441 -0.25947 1.88723
H 6.18951 -2.53398 1.46003
H 4.61810 -4.45590 1.41000
H 2.23133 -4.11069 1.79596
*
```

=====

[4]
Molecular formula: C38H50FeN6O3S4Si
Method: DFT, ωB97M-V with the def2-TZVPD basis set

Results
Highest occupied orbital energy (alpha / beta): -9.24 / -9.24 eV
LUMO energy (alpha / beta): -4.255 / -3.464 eV
HOMO-LUMO gap (alpha / beta): 0.1831 / 0.2122 Ha
ΔE to the lowest compared entry with this formula, charge and spin: 83.60 kJ/mol

The geometry in ORCA input format:
```
! RIJCOSX wB97M-V def2-TZVPD def2/J DEFGRID3
* xyz 1 2
Fe -1.13460 1.20487 -0.69094
C -4.18674 1.59027 -0.91909
N -2.99292 2.40062 -1.18749
C -2.99346 2.81599 -2.59027
C -2.06943 2.00426 -3.42310
C -2.18722 2.03536 -4.80479
C -1.26483 1.36088 -5.57456
C -0.25824 0.66121 -4.93080
C -0.23080 0.65033 -3.55323
N -1.11213 1.31466 -2.79618
C -2.84766 3.57728 -0.32265
C -1.50509 4.17170 -0.63173
C -1.26086 5.53152 -0.57678
C 0.00895 5.99634 -0.86917
C 0.97818 5.08435 -1.25271
C 0.64324 3.74569 -1.30325
N -0.56528 3.28351 -0.98117
C -4.15044 1.13518 0.49977
C -5.27094 1.09546 1.31037
C -5.12824 0.64032 2.60797
C -3.87067 0.26090 3.03895
C -2.80139 0.37160 2.16681
N -2.92834 0.80302 0.91004
H -4.12972 0.72234 -1.58275
H -5.11594 2.12413 -1.14485
H -2.67990 3.86007 -2.66611
H -4.00656 2.77276 -3.00355
H -2.99589 2.59129 -5.25737
H -1.33148 1.37428 -6.65291
H 0.49249 0.11426 -5.47971
H 0.51012 0.08323 -3.03980
H -2.88581 3.26799 0.72342
H -3.64076 4.31859 -0.47996
H -2.05593 6.20836 -0.30112
H 0.23325 7.05260 -0.81696
H 1.97741 5.39645 -1.51577
H 1.36733 3.01545 -1.62399
H -6.22958 1.40855 0.92284
H -5.97995 0.59535 3.27137
H -3.69998 -0.09255 4.04327
H -1.80815 0.12984 2.49239
C 2.71138 0.48450 -2.10621
C 2.23199 0.14565 -0.70372
C 2.93245 -1.11234 -0.21759
C 2.50248 1.26227 0.28251
O 0.75196 -0.08373 -0.73425
Si 0.05389 -1.57118 -1.12292
S -1.92525 -0.92711 -1.11323
O 0.70180 -1.98993 -2.55790
C 0.69695 -3.26734 -3.23824
C 1.86352 -4.09040 -2.71641
C -0.63111 -3.96914 -2.99871
C 0.87111 -2.94135 -4.71207
O 0.43418 -2.80016 -0.13690
C 0.00785 -3.31243 1.14331
C -0.43295 -2.16628 2.02028
C 1.21256 -4.03627 1.72442
C -1.14103 -4.27990 0.90087
H 3.79796 0.55455 -2.09674
H 2.32302 1.44020 -2.45032
H 2.43109 -0.28956 -2.81890
H 3.99223 -0.88990 -0.10024
H 2.83414 -1.93918 -0.91700
H 2.53978 -1.42523 0.74277
H 3.53851 1.58624 0.18684
H 2.34285 0.91110 1.29931
H 1.85455 2.11786 0.13307
H 1.77827 -4.23094 -1.64104
H 2.80927 -3.59239 -2.93371
H 1.87855 -5.07084 -3.19144
H -0.74295 -4.25804 -1.95455
H -0.69015 -4.87264 -3.60332
H -1.46068 -3.31945 -3.27710
H 1.78114 -2.36136 -4.86561
H 0.01940 -2.36985 -5.08002
H 0.94818 -3.85491 -5.29870
H 0.33886 -1.41000 2.12908
H -0.70204 -2.52149 3.01585
H -1.30198 -1.71040 1.56559
H 2.03500 -3.34418 1.89947
H 1.55612 -4.81259 1.04100
H 0.94925 -4.50157 2.67255
H -1.95222 -3.78466 0.36670
H -1.53148 -4.64635 1.84964
H -0.80541 -5.13567 0.31662
S 3.91881 2.97678 5.20083
C 2.62527 2.45443 4.34477
S 1.67340 3.47055 3.30190
C 0.71780 2.13734 2.78188
N 1.05598 1.01365 3.34978
N 2.10113 1.19887 4.22197
C 2.58454 0.04422 4.90943
C 2.57472 -1.18033 4.25900
C 3.03615 -2.30522 4.92037
C 3.50343 -2.21006 6.22491
C 3.49465 -0.98278 6.86553
C 3.03511 0.15365 6.21485
S -0.58966 2.32443 1.68545
H 2.21303 -1.24697 3.24684
H 3.03315 -3.25960 4.41220
H 3.86869 -3.08869 6.73747
H 3.84362 -0.89835 7.88502
H 3.01512 1.10614 6.72031
*
```